Computed, not measured: a 2-piece molecular cluster, C2H5N2S overall in a non-equilibrium geometry, with wB97M-V/def2-TZVPD.

CARTESIAN COORDINATES (ANGSTROEM)
1 C 0.427 0.521 0.023
2 C 2.720 0.505 0.022
3 N -0.168 1.512 -0.195
4 N -0.192 -0.826 -0.007
5 S 4.092 -0.370 0.085
6 H 2.725 1.529 -0.222
7 H -0.802 2.206 -0.455
8 H -0.226 -1.393 0.860
9 H 0.594 -1.330 -0.593
10 H -1.181 -0.970 -0.386

Properties
energy relative to the best compared isomer or geometry (same formula, charge and spin)	107.64	kcal per mole
LUMO level	-4.7734	eV
net charge	+1
molecular weight	89.1	g/mol
gap between HOMO and LUMO	7.78	eV

---

Computed, not measured: one molecule with the formula C14H13N3O2S in a non-equilibrium geometry, with wB97M-V/def2-TZVPD.

CARTESIAN COORDINATES (ANGSTROEM)
1 N 0.337 -2.344 1.841
2 C 0.791 -1.141 1.463
3 N 0.119 -0.044 1.433
4 O -1.232 -0.210 1.837
5 C -2.017 0.880 1.840
6 O -3.168 0.740 2.145
7 C -1.384 2.201 1.471
8 S -2.319 2.993 0.117
9 C -2.401 1.711 -1.107
10 C -3.529 1.679 -1.917
11 C -3.643 0.715 -2.901
12 C -2.639 -0.223 -3.076
13 C -1.513 -0.182 -2.271
14 C -1.382 0.789 -1.295
15 C 2.203 -1.080 1.037
16 C 2.792 0.099 0.588
17 C 4.121 0.064 0.203
18 C 4.811 -1.136 0.279
19 C 4.133 -2.254 0.741
20 N 2.866 -2.232 1.109
21 H -0.616 -2.455 2.138
22 H 0.983 -3.116 1.820
23 H -0.335 2.090 1.206
24 H -1.493 2.890 2.309
25 H -4.310 2.407 -1.763
26 H -4.523 0.691 -3.526
27 H -2.733 -0.984 -3.837
28 H -0.722 -0.906 -2.405
29 H -0.490 0.813 -0.687
30 H 2.211 1.005 0.551
31 H 4.611 0.959 -0.153
32 H 5.848 -1.204 -0.011
33 H 4.622 -3.216 0.821

Properties
SMILES string	N/C(=N\OC(=O)CSc1ccccc1)c1ccccn1
energy relative to the best compared isomer or geometry (same formula, charge and spin)	39.71	kcal per mole
LUMO level	0.1430	eV
molecular weight	287.3	g/mol
gap between HOMO and LUMO	8.29	eV

---

Computed, not measured: one molecule with the formula C6H6, with wB97M-V/def2-TZVPD.

CARTESIAN COORDINATES (ANGSTROEM)
1 C -1.235 1.468 -2.667
2 C -0.147 1.079 -2.319
3 C 0.893 0.606 -1.530
4 C 0.992 0.322 -0.354
5 C 0.413 0.130 0.978
6 C 0.321 -1.311 1.462
7 H -2.243 1.781 -2.805
8 H 0.827 0.798 1.738
9 H -0.603 0.504 0.767
10 H -0.276 -1.375 2.377
11 H -0.162 -1.924 0.698
12 H 1.311 -1.720 1.672

Properties
SMILES string	C#CC#CCC
energy relative to the best compared isomer or geometry (same formula, charge and spin)	109.02	kcal per mole
LUMO level	0.6864	eV
molecular weight	78.1	g/mol
gap between HOMO and LUMO	9.78	eV

---

Computed, not measured: C3H3Br2F as an isolated structure in a non-equilibrium geometry, with wB97M-V/def2-TZVPD.

CARTESIAN COORDINATES (ANGSTROEM)
1 C 1.175 -1.329 0.616
2 C 0.397 -0.256 0.453
3 C 1.273 1.065 -2.434
4 F -0.687 0.026 1.084
5 Br 2.993 0.668 -1.927
6 Br 0.584 -0.217 -3.563
7 H 2.157 -1.451 0.113
8 H 1.072 -1.980 1.462
9 H 0.610 0.404 -0.445

Properties
energy relative to the best compared isomer or geometry (same formula, charge and spin)	73.82	kcal per mole
LUMO level	-1.4656	eV
molecular weight	217.9	g/mol
gap between HOMO and LUMO	8.00	eV

---

Computed, not measured: one molecule with the formula C5H14N2 in a non-equilibrium geometry, with wB97M-V/def2-TZVPD.

CARTESIAN COORDINATES (ANGSTROEM)
1 C -1.824 -0.931 -0.852
2 C -1.502 -0.985 0.614
3 C -0.362 0.140 0.913
4 N -0.080 0.662 2.246
5 C 0.989 -0.422 0.260
6 N 1.235 0.137 -1.202
7 C 1.816 1.475 -1.301
8 H -1.007 -0.773 -1.543
9 H -1.940 -1.947 -1.167
10 H -2.701 -0.395 -1.319
11 H -2.349 -0.804 1.268
12 H -1.070 -1.982 0.918
13 H -0.636 1.072 0.293
14 H -0.596 1.509 2.481
15 H -0.177 -0.071 3.000
16 H 1.852 -0.019 0.838
17 H 0.825 -1.550 0.084
18 H 1.701 -0.636 -1.701
19 H 2.544 1.436 -2.083
20 H 0.968 2.120 -1.448
21 H 2.315 1.966 -0.299

Properties
SMILES string	CC[C@@H](N)CNC
energy relative to the best compared isomer or geometry (same formula, charge and spin)	56.57	kcal per mole
LUMO level	1.1917	eV
molecular weight	102.2	g/mol
gap between HOMO and LUMO	9.45	eV

---

Computed, not measured: C4H9N3O as an isolated structure in a non-equilibrium geometry, with wB97M-V/def2-TZVPD.

CARTESIAN COORDINATES (ANGSTROEM)
1 C 0.269 -0.569 -0.760
2 C 1.695 -0.762 -1.107
3 C 0.774 0.970 1.239
4 C -0.252 0.217 0.412
5 O -2.154 -1.023 0.450
6 N -1.093 -0.502 1.232
7 N -0.782 1.099 -0.721
8 N -1.960 1.214 -1.099
9 H -2.695 -1.467 1.114
10 H -0.451 -1.260 -1.179
11 H -2.614 1.126 -0.303
12 H 1.789 -0.947 -2.179
13 H 2.321 0.087 -0.838
14 H 2.093 -1.653 -0.603
15 H 0.260 1.612 1.953
16 H 1.398 1.590 0.600
17 H 1.402 0.269 1.789

Properties
energy relative to the best compared isomer or geometry (same formula, charge and spin)	165.64	kcal per mole
LUMO level (alpha / beta)	-0.3368 / -0.0173	eV
molecular weight	115.1	g/mol
gap between HOMO and LUMO (alpha / beta)	7.30 / 8.30	eV

---

Computed, not measured: a 2-piece molecular cluster, H4O2 overall in a non-equilibrium geometry, with wB97M-V/def2-TZVPD.

CARTESIAN COORDINATES (ANGSTROEM)
1 O 0.345 -2.295 -0.679
2 H -0.295 -2.929 -0.282
3 H 1.035 -2.865 -1.089
4 O -0.170 3.048 0.662
5 H 0.082 2.198 0.235
6 H -0.998 2.843 1.153

Properties
SMILES string	O.O
energy relative to the best compared isomer or geometry (same formula, charge and spin)	5.38	kcal per mole
LUMO level	0.8286	eV
molecular weight	36.0	g/mol
gap between HOMO and LUMO	12.23	eV

---

Computed, not measured: C5H6N as an isolated structure in a non-equilibrium geometry, with wB97M-V/def2-TZVPD.

CARTESIAN COORDINATES (ANGSTROEM)
1 C -1.051 -1.012 0.186
2 C 0.620 -0.117 0.831
3 C 0.738 -1.477 0.925
4 C -0.625 0.422 0.117
5 C -0.264 1.072 -1.245
6 N -0.577 -2.060 0.501
7 H 1.421 0.558 1.177
8 H 1.404 -2.272 1.257
9 H -1.323 0.957 0.859
10 H -1.098 1.535 -1.600
11 H 0.384 0.440 -1.906
12 H 0.371 1.953 -1.103

Properties
energy relative to the best compared isomer or geometry (same formula, charge and spin)	116.67	kcal per mole
LUMO level	-7.0027	eV
net charge	+1
molecular weight	80.1	g/mol
gap between HOMO and LUMO	8.65	eV

---

> What is the formula in the seventh record?

H4O2